{
  "formula": "C20H40Cl10NO2S",
  "method": "ωB97M-V/def2-TZVPD",
  "homo_lumo_gap_ev": 8.42,
  "charge": 1,
  "homo_ev": -11.98,
  "symbols": ["C", "O", "C", "C", "C", "C", "C", "C", "C", "N", "O", "C", "C", "S", "H", "H", "H", "H", "H", "H", "H", "H", "H", "H", "H", "H", "H", "H", "H", "H", "H", "H", "H", "H", "Cl", "C", "C", "Cl", "H", "H", "H", "H", "Cl", "C", "C", "Cl", "H", "H", "H", "H", "Cl", "C", "C", "Cl", "H", "H", "H", "H", "Cl", "C", "C", "Cl", "H", "H", "H", "H", "Cl", "C", "C", "Cl", "H", "H", "H", "H"],
  "coordinates": [[4.18, 2.53, -1.66], [3.42, 2.85, -2.80], [3.76, 2.09, -3.95], [2.71, 1.04, -4.34], [1.93, 0.47, -3.15], [2.51, -0.88, -2.70], [2.61, -1.01, -1.18], [3.49, -2.25, -0.87], [4.90, -1.92, -0.74], [5.43, -1.02, 0.02], [4.71, -0.23, 0.89], [6.87, -0.81, 0.06], [7.45, -1.46, -1.21], [6.20, -2.73, -1.60], [4.50, 1.48, -1.65], [3.55, 2.69, -0.78], [5.04, 3.19, -1.61], [3.85, 2.80, -4.78], [4.75, 1.64, -3.84], [3.22, 0.25, -4.88], [2.04, 1.49, -5.07], [0.91, 0.33, -3.52], [1.85, 1.18, -2.34], [1.95, -1.71, -3.12], [3.54, -0.92, -3.07], [3.10, -0.15, -0.75], [1.62, -1.15, -0.77], [3.13, -2.78, 0.01], [3.40, -2.92, -1.72], [4.46, 0.57, 0.39], [7.11, 0.23, 0.19], [7.22, -1.44, 0.87], [7.56, -0.71, -1.99], [8.38, -1.93, -0.96], [-1.35, 1.02, 2.27], [-1.22, -0.72, 1.94], [-0.01, -1.33, 2.60], [1.49, -0.71, 1.84], [-1.18, -0.86, 0.86], [-2.13, -1.19, 2.32], [-0.02, -2.41, 2.47], [0.04, -1.11, 3.67], [-3.79, -0.40, 5.92], [-4.92, -1.54, 5.14], [-4.29, -2.87, 4.87], [-3.03, -2.76, 3.60], [-5.29, -1.07, 4.23], [-5.76, -1.67, 5.82], [-5.04, -3.57, 4.51], [-3.83, -3.29, 5.76], [-4.23, 0.53, -0.42], [-3.26, 1.92, -0.97], [-2.77, 1.75, -2.39], [-1.57, 0.43, -2.51], [-2.43, 2.04, -0.28], [-3.90, 2.80, -0.90], [-2.28, 2.66, -2.72], [-3.59, 1.52, -3.07], [0.00, 2.66, -4.84], [-1.17, 2.71, -6.18], [-1.86, 4.05, -6.30], [-2.96, 4.37, -4.93], [-1.88, 1.90, -6.03], [-0.61, 2.52, -7.09], [-2.46, 4.07, -7.20], [-1.14, 4.86, -6.34], [-7.47, -3.40, 7.05], [-8.51, -2.53, 8.21], [-7.96, -1.16, 8.55], [-6.45, -1.27, 9.49], [-8.61, -3.15, 9.10], [-9.49, -2.42, 7.75], [-8.68, -0.62, 9.16], [-7.76, -0.58, 7.66]],
  "mulliken_charge": [-0.43, -0.44, -0.59, -1.01, -0.16, -1.14, -0.32, -0.72, 0.32, 0.21, -0.31, -0.69, -0.53, -0.03, -0.13, 0.39, 0.42, 0.46, 0.29, 0.47, 0.29, -0.04, 0.64, 0.36, 0.48, 0.18, 0.30, 0.32, 0.49, 0.35, 0.31, 0.40, 0.34, 0.42, -0.22, 0.18, -0.58, -0.08, 0.23, -0.20, 0.32, 0.43, -0.19, 0.14, -0.52, -0.22, 0.35, -0.27, 0.31, 0.36, -0.19, -0.39, -0.24, -0.14, 0.20, 0.38, 0.04, 0.34, -0.13, -0.56, -0.46, -0.17, 0.31, 0.38, 0.34, 0.32, -0.17, -0.43, -0.53, -0.17, 0.34, 0.29, 0.37, 0.31]
}

***

{
  "formula": "C20H40FN3O8PS",
  "method": "ωB97M-V/def2-TZVPD",
  "homo_lumo_gap_ev": 3.90,
  "charge": 1,
  "homo_ev": -9.72,
  "symbols": ["C", "C", "F", "C", "C", "C", "C", "O", "O", "C", "C", "P", "O", "O", "S", "N", "H", "H", "H", "H", "H", "H", "H", "H", "H", "H", "C", "O", "C", "C", "N", "C", "C", "O", "C", "H", "H", "H", "H", "H", "H", "H", "H", "H", "H", "H", "H", "H", "H", "H", "C", "O", "C", "C", "N", "C", "C", "O", "C", "H", "H", "H", "H", "H", "H", "H", "H", "H", "H", "H", "H", "H", "H", "H"],
  "coordinates": [[2.10, -2.58, -4.49], [1.39, -2.77, -5.92], [1.74, -4.03, -6.56], [1.84, -1.59, -6.94], [0.70, -1.05, -7.88], [1.09, 0.05, -8.90], [0.01, 0.65, -9.94], [-0.97, 1.28, -9.50], [0.24, 0.36, -11.31], [2.55, 0.57, -8.93], [3.59, -0.05, -7.93], [5.37, 0.62, -8.08], [5.51, 2.25, -7.63], [5.74, 0.54, -9.76], [6.63, -0.50, -7.09], [3.19, -1.07, -7.00], [2.79, -1.68, -4.50], [1.24, -2.40, -3.73], [2.66, -3.52, -4.14], [0.25, -2.81, -5.79], [-0.35, -1.50, -7.80], [0.54, -0.59, -11.35], [2.86, 1.37, -9.69], [6.32, 2.57, -8.11], [5.29, -0.30, -10.05], [3.93, -1.43, -6.35], [-2.23, -2.98, 1.68], [-1.93, -1.63, 2.01], [-0.81, -1.50, 2.89], [0.38, -0.88, 2.15], [0.95, -1.82, 1.18], [1.89, -1.21, 0.24], [1.36, -0.09, -0.68], [0.43, -0.54, -1.66], [-0.91, -0.65, -1.19], [-3.20, -3.00, 1.17], [-1.48, -3.39, 1.00], [-2.30, -3.60, 2.58], [-0.55, -2.45, 3.37], [-1.12, -0.81, 3.68], [1.15, -0.61, 2.88], [0.03, 0.03, 1.67], [0.19, -2.23, 0.65], [2.26, -2.02, -0.39], [2.75, -0.83, 0.80], [2.22, 0.29, -1.24], [0.97, 0.76, -0.12], [-1.15, 0.10, -0.43], [-1.09, -1.66, -0.81], [-1.58, -0.51, -2.04], [-1.72, 4.66, 7.96], [-2.26, 3.70, 8.85], [-3.67, 3.52, 8.70], [-3.99, 2.15, 8.09], [-3.58, 2.09, 6.69], [-3.58, 0.74, 6.13], [-2.63, -0.30, 6.76], [-1.25, -0.03, 6.55], [-0.68, 0.91, 7.45], [-0.69, 4.87, 8.27], [-1.69, 4.27, 6.93], [-2.29, 5.59, 7.98], [-4.13, 4.33, 8.12], [-4.10, 3.55, 9.71], [-5.06, 1.96, 8.17], [-3.46, 1.40, 8.69], [-2.65, 2.47, 6.59], [-3.30, 0.84, 5.07], [-4.60, 0.34, 6.14], [-2.82, -1.25, 6.27], [-2.84, -0.47, 7.82], [-1.12, 0.85, 8.45], [-0.76, 1.92, 7.05], [0.39, 0.68, 7.54]],
  "mulliken_charge": [-0.92, 0.26, -0.31, 0.24, -0.53, 0.27, 0.34, -0.40, -0.43, -0.13, -0.17, 0.71, -0.46, -0.47, -0.32, 0.00, 0.29, 0.16, 0.30, 0.34, 0.36, 0.38, 0.39, 0.37, 0.35, 0.35, -0.74, -0.34, -0.61, -0.19, -0.33, -0.69, -0.48, -0.39, -0.63, 0.24, 0.31, 0.33, 0.47, 0.16, 0.41, 0.13, 0.07, 0.35, 0.40, 0.36, 0.33, 0.32, 0.19, 0.32, -0.71, -0.33, -0.80, -0.17, -0.33, -0.70, -0.60, -0.41, -0.57, 0.23, 0.29, 0.34, 0.40, 0.39, 0.38, 0.16, 0.08, 0.41, 0.39, 0.39, 0.42, 0.30, 0.17, 0.30]
}

***

{
  "formula": "C20H40HgP2Si",
  "method": "ωB97M-V/def2-TZVPD",
  "homo_lumo_gap_ev": [5.66, 5.65],
  "homo_ev": [-5.25, -5.23],
  "symbols": ["P", "P", "C", "C", "H", "H", "H", "H", "C", "H", "H", "H", "C", "H", "H", "H", "C", "H", "H", "H", "C", "H", "H", "H", "Hg", "C", "C", "C", "C", "C", "C", "C", "C", "C", "H", "H", "H", "H", "H", "H", "H", "H", "H", "H", "H", "H", "H", "H", "H", "C", "Si", "C", "C", "C", "C", "H", "H", "H", "H", "H", "H", "H", "H", "H"],
  "coordinates": [[0.79, -0.97, -2.02], [1.40, 2.15, -0.92], [1.52, 0.37, -3.03], [2.41, 1.32, -2.25], [0.65, 0.85, -3.48], [2.04, -0.07, -3.88], [3.26, 0.76, -1.82], [2.76, 2.13, -2.88], [0.10, 2.60, -2.10], [-0.50, 3.44, -1.76], [-0.58, 1.78, -2.35], [0.63, 2.94, -3.02], [1.89, 3.88, -0.47], [1.01, 4.44, -0.81], [2.77, 4.20, -1.04], [2.05, 3.99, 0.60], [0.09, -1.67, -3.64], [-0.10, -2.75, -3.57], [0.83, -1.56, -4.45], [-0.84, -1.22, -4.03], [2.23, -2.12, -2.07], [3.17, -1.57, -2.03], [2.18, -2.72, -2.99], [2.17, -2.81, -1.22], [1.85, 0.44, 0.58], [-2.72, 0.59, -1.79], [-2.97, 0.27, -3.08], [-3.80, -0.84, -3.67], [-4.13, -1.82, -2.52], [-2.89, -2.60, -2.25], [-2.14, -2.54, -1.15], [-2.42, -1.57, -0.06], [-2.75, -0.04, -0.40], [2.40, -1.95, 2.22], [-2.36, 1.63, -1.58], [-2.48, 0.89, -3.84], [-3.12, -1.32, -4.42], [-4.74, -0.52, -4.19], [-4.36, -1.23, -1.62], [-5.00, -2.46, -2.77], [-2.62, -3.34, -3.03], [-1.21, -3.18, -1.06], [-1.46, -1.51, 0.48], [-3.11, -1.97, 0.68], [-3.61, 0.26, 0.23], [-1.92, 0.40, 0.21], [3.12, -2.26, 3.00], [2.89, -2.07, 1.22], [1.60, -2.74, 2.31], [2.39, 0.13, 6.52], [1.17, 0.83, 5.24], [-0.51, 0.06, 5.59], [1.05, 2.71, 5.26], [1.59, 0.08, 3.59], [1.93, -0.55, 2.52], [1.92, -0.21, 7.46], [3.22, 0.77, 6.82], [2.81, -0.77, 6.05], [-0.54, -0.47, 6.56], [-1.33, 0.79, 5.58], [-0.68, -0.66, 4.78], [1.38, 3.17, 4.31], [0.00, 3.02, 5.39], [1.61, 3.20, 6.07]],
  "mulliken_charge": [0.83, 0.80, -1.20, -1.43, 0.57, 0.60, 0.36, 0.49, -0.88, 0.60, -0.66, 0.39, -1.08, 0.38, 0.33, 0.29, -1.43, 0.41, 0.57, 0.12, -1.24, 0.31, 0.37, 0.34, 0.22, -0.31, -0.10, -0.54, -0.88, -0.33, -0.40, -0.48, -1.33, -1.06, 0.48, 0.38, 0.28, 0.37, 0.32, 0.43, 0.40, 0.49, 0.10, 0.47, 0.40, 0.33, 0.33, 0.23, 0.24, -1.09, 0.40, -1.04, -1.03, -0.92, 1.09, 0.34, 0.31, 0.26, 0.31, 0.32, 0.24, 0.23, 0.31, 0.32]
}

***

no.,total energy (eV)
1,-163025.91360
2,-65067.98342
3,-52012.76188